1.
Here is a cluster of 11 separate species, C22H67N5O11 in total in a non-equilibrium geometry from the OMol25 dataset. Energies are from ωB97M-V with the def2-TZVPD basis set.

Values from the calculation:
Highest occupied orbital energy   -8.8 eV
SMILES   COC[C@H](C)N.NC(N)=O.NC(N)=O.CCO.CCO.CCO.CCO.CCO.CCO.CCO.CCO
Molar mass   577.80 g mol⁻¹

Last column: Mulliken charge in e.
Element x y z (Å)
1 C 1.367 -4.919 -1.814  -0.835
2 C 0.512 -4.299 -2.926  -0.127
3 O 1.085 -4.762 -4.165  -0.565
4 H 1.426 -6.008 -1.834  0.465
5 H 1.030 -4.644 -0.812  0.089
6 H 2.403 -4.600 -1.938  0.323
7 H 0.360 -3.222 -2.974  0.123
8 H -0.524 -4.653 -2.989  0.231
9 H 0.976 -5.716 -4.189  0.303
10 C -2.673 -1.988 2.418  -0.763
11 C -4.067 -1.432 2.265  -0.412
12 O -3.984 -0.500 1.171  -0.457
13 H -2.367 -2.595 3.271  0.463
14 H -1.964 -1.155 2.433  -0.006
15 H -2.331 -2.593 1.575  0.216
16 H -4.378 -0.886 3.155  0.242
17 H -4.764 -2.212 1.957  0.387
18 H -4.797 -0.536 0.658  0.181
19 C 3.775 -0.340 2.039  -0.172
20 C 2.812 0.184 3.080  -0.156
21 O 2.760 -0.656 4.241  -0.526
22 H 3.640 -1.417 1.930  -0.216
23 H 4.792 -0.250 2.437  0.509
24 H 3.835 0.198 1.095  0.070
25 H 1.840 0.325 2.612  -0.384
26 H 3.272 1.119 3.414  0.458
27 H 3.652 -0.569 4.592  0.366
28 C 0.190 -1.300 -0.440  -1.060
29 C -0.050 -0.019 0.363  1.167
30 O 0.979 0.940 0.033  -0.358
31 H -0.349 -2.167 -0.062  0.399
32 H 1.245 -1.548 -0.571  -0.110
33 H -0.073 -1.120 -1.487  0.241
34 H 0.057 -0.299 1.416  -0.224
35 H -1.020 0.468 0.255  -0.114
36 H 0.692 1.754 0.473  0.123
37 C -2.844 -1.389 -3.566  -0.597
38 C -3.773 -0.884 -4.645  -0.271
39 O -5.005 -1.567 -4.636  -0.551
40 H -3.411 -1.562 -2.651  0.238
41 H -2.129 -0.641 -3.219  -0.004
42 H -2.326 -2.257 -3.977  0.429
43 H -3.347 -0.835 -5.652  0.307
44 H -4.025 0.160 -4.431  0.156
45 H -4.876 -2.508 -4.485  0.314
46 C -4.820 2.693 -1.243  -1.457
47 C -3.345 2.246 -1.461  0.368
48 O -3.185 0.913 -1.087  0.069
49 H -5.266 2.224 -0.361  0.328
50 H -5.489 2.321 -2.025  0.304
51 H -4.967 3.773 -1.246  0.412
52 H -2.745 3.003 -0.943  -0.746
53 H -3.097 2.403 -2.512  0.422
54 H -3.689 0.706 -0.288  0.006
55 C -2.078 2.978 2.401  0.020
56 C -2.297 4.372 3.000  -0.459
57 O -3.387 4.295 3.912  -0.576
58 H -2.972 2.599 1.903  0.215
59 H -1.872 2.295 3.228  0.427
60 H -1.225 2.922 1.721  -0.347
61 H -2.591 5.073 2.214  0.225
62 H -1.326 4.677 3.387  0.288
63 H -4.147 3.938 3.448  0.332
64 C 1.006 -3.219 3.016  -0.130
65 C 2.339 -3.884 3.230  -0.614
66 O 2.785 -4.807 2.232  -0.502
67 H 0.385 -3.969 2.520  0.362
68 H 1.057 -2.295 2.438  -0.459
69 H 0.538 -2.910 3.951  0.381
70 H 2.390 -4.421 4.183  0.449
71 H 3.098 -3.127 3.433  0.228
72 H 2.392 -5.659 2.438  0.278
73 C 5.603 -3.234 0.524  0.358
74 O 6.507 -3.931 0.989  -0.744
75 N 5.900 -1.986 0.021  -0.260
76 N 4.316 -3.527 0.326  -0.141
77 H 6.894 -1.906 -0.110  0.219
78 H 5.168 -1.524 -0.506  0.277
79 H 3.838 -4.261 0.839  0.331
80 H 3.672 -2.800 0.057  -0.011
81 C 3.658 0.073 -1.929  0.566
82 O 3.533 -0.998 -1.344  -0.574
83 N 2.680 0.973 -2.157  -0.233
84 N 4.879 0.625 -2.232  -0.464
85 H 2.850 1.826 -2.651  0.190
86 H 1.827 0.945 -1.592  0.073
87 H 5.634 0.049 -1.893  0.217
88 H 5.006 1.551 -2.579  0.159
89 C -0.638 3.228 -2.200  -1.429
90 C -1.207 4.347 -1.288  1.921
91 C -0.175 4.767 -0.228  -1.534
92 O 0.269 3.593 0.404  0.124
93 C 0.896 3.893 1.645  -0.779
94 N -1.636 5.535 -2.036  -0.797
95 H 0.444 3.360 -2.204  0.352
96 H -0.936 3.182 -3.249  0.541
97 H -0.964 2.270 -1.795  0.014
98 H -2.050 3.899 -0.753  -0.164
99 H -0.655 5.502 0.429  0.386
100 H 0.640 5.355 -0.667  0.375
101 H 1.680 4.610 1.378  0.364
102 H 1.395 2.985 1.988  0.132
103 H 0.269 4.302 2.439  0.157
104 H -1.922 5.210 -2.952  0.326
105 H -2.489 5.849 -1.587  0.330

---

2.
Here is a cluster of 9 separate species, C22H68N5O9 in total in a non-equilibrium geometry from the OMol25 dataset. Energies are from ωB97M-V with the def2-TZVPD basis set.

Values from the calculation:
Highest occupied orbital energy   -8.4 eV
Charge   +1
Molar mass   546.81 g mol⁻¹

Last column: Mulliken charge in e.
Element x y z (Å)
1 O 1.539 2.498 -5.155  -0.459
2 H 1.188 1.646 -4.887  0.420
3 H 0.859 2.914 -5.691  0.466
4 H 2.361 2.281 -5.602  0.454
5 O 4.844 -2.520 -4.652  -0.355
6 H 5.271 -2.765 -3.828  0.390
7 H 5.150 -1.687 -5.018  0.426
8 H 3.901 -2.645 -4.524  0.440
9 C -0.337 -0.686 -0.869  -0.845
10 C -0.299 -1.573 -2.068  -0.352
11 O 0.548 -1.317 -3.120  -0.827
12 H 0.669 -0.565 -0.469  0.226
13 H -1.093 -0.964 -0.135  0.300
14 H -0.625 0.307 -1.213  0.250
15 H -1.348 -1.545 -2.363  0.188
16 H -0.072 -2.557 -1.658  0.205
17 C -5.517 5.956 1.587  -1.392
18 C -4.372 5.025 2.140  0.565
19 C -4.371 4.727 3.680  -0.547
20 O -4.211 5.863 4.468  -0.350
21 C -4.029 5.682 5.874  -0.721
22 N -4.468 3.808 1.359  -0.738
23 H -6.515 5.535 1.707  0.336
24 H -5.370 6.129 0.521  0.381
25 H -5.469 6.918 2.099  0.324
26 H -3.471 5.541 1.808  0.172
27 H -3.536 4.059 3.892  0.301
28 H -5.303 4.272 4.013  0.339
29 H -2.981 5.659 6.175  0.256
30 H -4.464 4.756 6.249  0.319
31 H -4.419 6.537 6.426  0.261
32 H -4.307 4.091 0.403  0.260
33 H -3.732 3.152 1.575  0.233
34 C 5.226 -3.398 -0.190  -1.478
35 C 6.517 -3.822 -0.738  0.445
36 C 6.677 -5.297 -1.275  -0.730
37 O 5.794 -5.662 -2.366  -0.314
38 C 5.156 -7.021 -2.334  -0.724
39 N 7.092 -2.871 -1.682  -0.689
40 H 4.914 -4.078 0.602  0.313
41 H 4.453 -3.465 -0.956  0.317
42 H 5.131 -2.414 0.270  0.423
43 H 7.155 -3.704 0.138  0.303
44 H 6.560 -5.875 -0.358  0.418
45 H 7.687 -5.536 -1.610  0.390
46 H 5.879 -7.769 -2.008  0.320
47 H 4.695 -7.211 -3.303  0.238
48 H 4.349 -7.170 -1.616  0.318
49 H 8.070 -3.088 -1.554  0.278
50 H 6.956 -1.915 -1.387  0.246
51 C 2.136 3.742 7.285  -1.283
52 C 3.488 3.227 6.779  0.453
53 C 3.819 3.688 5.350  -0.710
54 O 2.842 3.250 4.348  -0.309
55 C 3.115 3.555 2.950  -0.712
56 N 4.435 3.891 7.720  -0.643
57 H 2.011 4.785 6.993  0.277
58 H 1.941 3.563 8.343  0.391
59 H 1.274 3.321 6.768  0.315
60 H 3.573 2.142 6.845  0.223
61 H 4.773 3.383 4.920  0.424
62 H 3.829 4.771 5.470  0.283
63 H 2.156 4.028 2.737  0.240
64 H 3.320 2.670 2.348  0.206
65 H 3.942 4.265 2.935  0.356
66 H 4.772 4.791 7.408  0.242
67 H 4.065 3.966 8.657  0.246
68 C -1.133 -2.075 5.693  -1.479
69 C -0.987 -3.536 5.738  0.628
70 C 0.375 -4.130 5.075  -0.771
71 O 0.492 -5.614 5.171  -0.304
72 C 1.734 -6.192 4.989  -0.683
73 N -1.100 -4.004 7.118  -0.707
74 H -1.568 -1.773 4.740  0.353
75 H -0.216 -1.487 5.744  0.318
76 H -1.889 -1.686 6.375  0.391
77 H -1.863 -3.894 5.196  0.197
78 H 1.226 -3.617 5.523  0.369
79 H 0.394 -3.801 4.036  0.364
80 H 2.360 -5.873 5.822  0.312
81 H 2.321 -5.865 4.131  0.240
82 H 1.457 -7.242 5.082  0.245
83 H -0.367 -3.802 7.783  0.234
84 H -1.062 -5.006 7.001  0.292
85 C -5.808 -0.670 -8.342  -1.459
86 C -5.347 0.788 -8.250  0.511
87 C -6.290 1.682 -9.088  -0.654
88 O -6.027 1.329 -10.501  -0.328
89 C -6.767 2.201 -11.334  -0.805
90 N -5.279 1.053 -6.779  -0.718
91 H -5.013 -1.377 -8.101  0.385
92 H -5.893 -0.773 -9.424  0.395
93 H -6.666 -1.020 -7.767  0.317
94 H -4.354 0.783 -8.699  0.155
95 H -6.086 2.731 -8.873  0.411
96 H -7.372 1.554 -9.050  0.349
97 H -6.765 3.266 -11.106  0.303
98 H -7.806 1.884 -11.428  0.323
99 H -6.482 2.196 -12.385  0.290
100 H -4.906 0.230 -6.327  0.280
101 H -6.176 1.287 -6.377  0.245
102 O -0.293 -2.777 -7.554  -0.659
103 H -0.364 -3.707 -7.341  0.323
104 H -0.305 -2.335 -6.705  0.335

---

Number 1: Kohn-Sham gap 9.053 eV. Number 2: Kohn-Sham gap 3.777 eV.